Record 1
4
Properties=species:S:1:pos:R:3:nbo_charge:R:1 method="wB97M-V/def2-TZVPD" homo_energy_ev=-8.92 total_energy_ha=-1269.5586 spin_multiplicity=1 homo_lumo_gap_ha=0.1736
O 3.15 -0.05 0.04 -0.6514
S -3.22 -0.08 0.00 -0.0535
S -1.26 0.15 0.00 0.1537
S 1.33 -0.01 -0.05 0.5511

Record 2
105
Properties=species:S:1:pos:R:3:mulliken_charge:R:1 method="wB97M-V/def2-TZVPD" charge=-1 homo_energy_ev=-4.41 total_energy_ha=-4381.5840 spin_multiplicity=1 homo_lumo_gap_ha=0.2438
Bi -0.59 0.46 -0.35 0.9412
C 0.13 -0.25 3.78 -0.8291
O 0.73 0.22 2.55 -0.3111
Si 1.97 -0.50 1.76 -0.1902
C 3.55 -0.27 2.82 -1.1147
C 1.76 -2.39 1.75 -0.5568
C 2.01 0.16 0.06 0.6462
Si 2.52 1.97 0.07 0.5415
C 1.60 3.10 -1.19 -0.9017
C 4.42 2.27 -0.08 -1.1824
C 1.98 2.93 1.66 -0.9576
Si 2.78 -0.84 -1.37 0.2051
C 4.44 -1.57 -0.88 -1.1855
C 1.74 -2.40 -1.92 -0.2970
C 3.17 0.18 -2.89 -1.2038
H -0.69 -0.94 3.59 0.1907
H -0.31 0.64 4.31 0.2218
H 0.86 -0.75 4.43 0.3114
H 3.49 -0.96 3.67 0.3767
H 3.74 0.73 3.23 0.3276
H 4.41 -0.58 2.17 0.2704
H 1.70 -2.68 2.77 0.5654
H 2.60 -2.98 1.37 0.3291
H 0.85 -2.77 1.26 -0.3173
H 2.28 3.95 -1.37 0.4011
H 0.64 3.44 -0.85 0.1887
H 1.48 2.59 -2.16 0.1450
H 4.74 2.07 -1.07 0.3367
H 4.92 1.66 0.65 0.2727
H 4.57 3.30 0.20 0.4313
H 2.35 3.95 1.45 0.4322
H 2.33 2.48 2.58 0.2120
H 0.89 2.95 1.65 0.0470
H 4.38 -1.97 0.14 0.2386
H 5.23 -0.81 -0.84 0.3377
H 4.85 -2.35 -1.54 0.3575
H 1.58 -3.08 -1.01 -0.7530
H 2.23 -2.95 -2.70 0.6807
H 0.80 -2.05 -2.31 0.2627
H 4.18 0.63 -2.91 0.2805
H 2.45 1.00 -2.97 0.2407
H 2.98 -0.38 -3.77 0.5309
C -2.05 0.92 -5.01 -1.8818
C -2.05 0.99 -3.49 0.2290
S -0.41 0.70 -2.87 -0.2025
C -3.13 1.22 -2.76 0.5800
C -4.44 1.46 -3.47 -1.5194
S -3.18 1.26 -1.02 -0.2941
H -2.72 0.18 -5.40 0.3611
H -1.07 0.69 -5.38 0.4334
H -2.44 1.90 -5.40 0.3309
H -4.47 1.46 -4.56 0.3914
H -4.86 2.44 -3.10 0.2121
H -5.18 0.75 -3.11 0.3071
Te -2.88 4.87 -1.18 0.5157
C -1.91 6.67 -0.68 0.6815
C -1.91 7.21 0.59 -0.3791
C -1.12 8.38 0.79 -0.4261
C -0.42 8.96 -0.22 -0.7064
C -0.47 8.36 -1.50 -0.3635
C -1.23 7.25 -1.74 -1.0491
C -3.42 4.34 0.83 -0.8833
C -4.52 4.95 1.40 -0.3806
C -4.83 4.74 2.72 -0.4150
C -4.15 3.80 3.48 -0.4940
C -3.10 3.09 2.88 -0.5053
C -2.74 3.39 1.57 0.0444
H -2.40 6.74 1.42 0.3770
H -1.09 8.72 1.78 0.3991
H 0.18 9.81 0.00 0.3919
H 0.06 8.73 -2.32 0.4266
H -1.21 6.77 -2.67 0.3970
H -5.06 5.75 0.86 0.3559
H -5.57 5.36 3.25 0.3130
H -4.42 3.71 4.51 0.3947
H -2.61 2.30 3.43 0.4009
H -1.90 2.90 1.15 0.7311
C 3.62 -7.13 0.41 -1.4828
C 2.16 -7.02 0.27 0.4620
C 1.63 -5.83 -0.23 -0.0523
C 0.30 -5.68 -0.51 -0.2159
C -0.60 -6.74 -0.13 0.0472
C -0.07 -7.90 0.46 -0.6827
C 1.29 -8.03 0.63 -0.5256
S -2.38 -6.63 -0.30 1.2788
O -2.67 -5.96 -1.54 -0.6477
O -3.03 -7.83 -0.01 -0.7018
N -2.78 -5.64 0.99 -0.2920
C -2.15 -4.37 1.25 -0.6270
C -2.54 -3.38 0.20 -0.5036
C -1.81 -2.10 0.40 0.6344
O -1.92 -1.48 1.45 -0.5978
O -1.03 -1.76 -0.57 -0.4265
H 3.87 -7.94 1.10 0.3819
H 4.05 -6.20 0.77 0.3261
H 4.14 -7.36 -0.53 0.2972
H 2.29 -4.97 -0.31 0.2671
H -0.02 -4.67 -0.80 0.4902
H -0.77 -8.69 0.74 0.4394
H 1.71 -8.98 1.03 0.2654
H -2.86 -6.22 1.79 0.3126
H -1.04 -4.42 1.25 0.2209
H -2.52 -4.09 2.23 0.4030
H -3.62 -3.19 0.24 0.4314
H -2.27 -3.75 -0.78 0.2016

Record 3
46
Properties=species:S:1:pos:R:3:nbo_charge:R:1 method="wB97M-V/def2-TZVPD" homo_energy_ev=-8.65 total_energy_ha=-1494.9007 spin_multiplicity=1 homo_lumo_gap_ha=0.3344 smiles="Cc1cc(OCc2ccc(C(=O)NN=C3CCCC3)cc2)ccc1Cl"
C -0.30 -1.36 -3.38 -0.6345
C -1.26 -0.59 -2.53 -0.0108
C -1.74 -1.14 -1.35 -0.3204
C -2.67 -0.46 -0.56 0.3877
O -3.21 -0.93 0.59 -0.5065
C -2.63 -2.08 1.20 -0.0907
C -1.21 -1.82 1.63 -0.0362
C -0.17 -2.67 1.29 -0.2234
C 1.13 -2.35 1.63 -0.1583
C 1.41 -1.16 2.30 -0.1570
C 2.82 -0.84 2.63 0.6345
O 3.61 -1.68 3.02 -0.6048
N 3.21 0.46 2.54 -0.4609
N 2.55 1.59 2.12 -0.2856
C 1.97 1.67 1.00 0.3192
C 1.30 2.96 0.61 -0.4520
C 0.66 2.66 -0.75 -0.4044
C 1.56 1.58 -1.33 -0.3937
C 1.86 0.69 -0.13 -0.5017
C 0.36 -0.34 2.70 -0.1306
C -0.94 -0.66 2.36 -0.2313
C -3.12 0.79 -0.98 -0.2723
C -2.65 1.35 -2.15 -0.2093
C -1.72 0.66 -2.91 -0.0653
Cl -1.14 1.39 -4.38 -0.0075
H 0.56 -0.74 -3.65 0.2284
H -0.78 -1.67 -4.31 0.2308
H 0.06 -2.24 -2.86 0.2161
H -1.38 -2.11 -1.05 0.2202
H -3.27 -2.27 2.07 0.2124
H -2.69 -2.95 0.53 0.1818
H -0.38 -3.59 0.76 0.2135
H 1.95 -3.00 1.36 0.2338
H 4.09 0.68 3.00 0.4050
H 2.05 3.74 0.53 0.2273
H 0.58 3.28 1.37 0.2303
H -0.35 2.26 -0.61 0.2076
H 0.60 3.54 -1.38 0.2167
H 2.49 2.02 -1.71 0.1996
H 1.08 1.04 -2.15 0.2156
H 1.01 0.02 0.04 0.2410
H 2.76 0.08 -0.23 0.2331
H 0.56 0.55 3.28 0.2234
H -1.75 -0.02 2.65 0.2227
H -3.85 1.31 -0.37 0.2262
H -2.99 2.32 -2.46 0.2301

Record 4
51
Properties=species:S:1:pos:R:3:nbo_charge:R:1 method="wB97M-V/def2-TZVPD" s2=2.01 charge=-2 homo_energy_ev="2.16 / 2.15" total_energy_ha=-2482.4980 spin_multiplicity=3 homo_lumo_gap_ha="0.0607 / 0.0610"
V 0.08 -0.26 0.34 1.1079
C 2.15 0.24 1.44 -0.2759
C 2.43 -0.64 0.34 -0.3289
C 2.10 0.05 -0.87 -0.2759
H 2.85 -1.63 0.40 0.2227
C 1.59 1.34 -0.52 -0.3255
C 1.60 1.44 0.91 -0.3547
H 1.39 2.33 1.50 0.2107
H 2.42 0.05 2.48 0.2116
H 2.32 -0.29 -1.89 0.2441
H 1.41 2.13 -1.24 0.2271
C -2.17 0.07 0.90 -0.3176
C -1.44 1.25 1.29 -0.3657
C -0.99 1.88 0.09 -0.2870
H -1.38 1.66 2.29 0.2096
C -1.39 1.08 -1.03 -0.3251
C -2.13 -0.03 -0.52 -0.2564
H -2.62 -0.79 -1.13 0.2352
H -2.75 -0.57 1.56 0.2149
H -0.57 2.88 0.02 0.2080
H -1.34 1.37 -2.08 0.2440
O -0.06 -1.78 -0.76 -0.7914
C -0.33 -0.37 -4.13 -0.3785
C 0.30 -1.59 -3.52 -0.4525
C 0.47 0.84 -4.38 -0.5961
C -1.79 -0.35 -4.44 -0.6123
C 0.34 -2.33 -2.01 -0.0691
H 1.38 -1.53 -3.75 0.1561
H -0.07 -2.44 -4.10 0.1349
H -0.23 -3.26 -2.14 0.1330
H 1.39 -2.64 -1.88 0.1127
H 0.31 1.20 -5.41 0.1292
H 1.54 0.65 -4.26 0.1821
H 0.15 1.69 -3.74 0.1228
H -1.98 -0.65 -5.49 0.1117
H -2.22 0.66 -4.33 0.1594
H -2.34 -1.07 -3.80 0.1891
Cl -1.29 -0.66 8.40 -0.0309
C -0.95 -1.13 6.79 -0.0689
C -1.12 -2.47 6.41 -0.2572
C -0.85 -2.84 5.09 -0.1835
C -0.45 -1.87 4.16 -0.0443
C -0.24 -0.54 4.58 -0.1766
C -0.53 -0.15 5.88 -0.2399
C -0.20 -2.23 2.73 0.7396
O -0.21 -3.37 2.28 -0.6368
O 0.06 -1.13 2.01 -0.7667
H -1.46 -3.20 7.13 0.2084
H -0.93 -3.88 4.78 0.2342
H 0.18 0.18 3.88 0.2548
H -0.41 0.88 6.16 0.2136

Record 5
94
Properties=species:S:1:pos:R:3:mulliken_charge:R:1 method="wB97M-V/def2-TZVPD" charge=+1 homo_energy_ev=-10.31 total_energy_ha=-3960.7123 spin_multiplicity=1 homo_lumo_gap_ha=0.2855
Ti 1.13 -0.74 0.94 -0.5182
O 1.20 -2.85 1.31 -0.6545
S -0.10 -2.89 2.02 1.6941
O -0.12 -3.41 3.34 -0.6860
O -0.52 -1.44 1.91 -0.4199
C -1.19 -3.85 1.01 0.2863
C -1.79 -4.96 1.60 -0.5969
C -2.56 -5.81 0.83 -0.6943
C -2.72 -5.56 -0.53 -0.8233
C -2.13 -4.45 -1.10 -0.4527
C -1.36 -3.57 -0.34 -0.7288
P -0.74 -2.04 -1.12 2.1492
C -2.34 -1.33 -1.62 0.9830
C -3.12 -0.86 -0.56 -0.8545
C -4.39 -0.35 -0.80 -0.9095
C -4.87 -0.28 -2.11 -0.5322
C -4.09 -0.73 -3.16 -0.7377
C -2.83 -1.27 -2.92 -0.3061
C 0.16 -2.64 -2.57 -0.0225
C 0.39 -1.79 -3.66 -0.4605
C 1.24 -2.17 -4.68 -0.9173
C 1.89 -3.40 -4.63 -0.6931
C 1.68 -4.24 -3.55 -0.7189
C 0.82 -3.87 -2.52 -0.4254
H -1.63 -5.14 2.66 0.6247
H -3.03 -6.67 1.29 0.4213
H -3.32 -6.23 -1.14 0.4495
H -2.28 -4.25 -2.15 0.4950
H -2.75 -0.92 0.45 0.2466
H -5.01 -0.02 0.02 0.4407
H -5.86 0.12 -2.30 0.5103
H -4.47 -0.69 -4.17 0.4550
H -2.24 -1.64 -3.75 0.4213
H -0.10 -0.82 -3.70 0.1855
H 1.39 -1.51 -5.52 0.4885
H 2.55 -3.70 -5.43 0.4257
H 2.18 -5.20 -3.50 0.4561
H 0.66 -4.55 -1.69 0.4557
N 2.70 -1.33 -0.49 -0.1633
C 3.23 -0.13 -1.18 -0.4615
C 2.06 0.73 -1.62 -0.2862
N 1.12 0.99 -0.49 -0.2995
H 3.44 -1.81 0.02 0.3607
H 2.32 -2.00 -1.16 0.1088
H 3.83 -0.41 -2.05 0.5311
H 3.87 0.39 -0.48 0.1966
H 1.50 0.22 -2.39 -0.0299
H 2.43 1.67 -2.05 0.5779
H 0.25 1.31 -0.95 -0.2454
H 1.46 1.78 0.06 0.2660
O 3.08 -1.20 3.30 -0.6581
C 2.44 -0.62 2.47 0.4858
C 5.09 1.06 2.19 -1.4968
C 4.43 2.43 2.29 0.7442
C 4.20 3.05 0.91 -1.2046
C 3.16 2.54 3.11 0.3534
C 3.09 3.57 4.04 -1.2214
C 1.92 3.87 4.72 -1.3678
C 0.77 3.17 4.44 -0.6566
C 0.78 2.12 3.52 0.5688
C -0.51 1.40 3.22 3.0180
C -1.62 2.36 2.79 -1.6871
C -0.95 0.53 4.41 -1.6102
C 2.00 1.77 2.91 0.4234
N 2.03 0.58 2.12 1.1741
H 6.11 1.17 1.83 0.4855
H 4.57 0.39 1.50 0.0381
H 5.12 0.55 3.16 0.4034
H 5.15 3.07 2.80 0.5794
H 3.39 2.53 0.38 0.0488
H 5.10 2.98 0.29 0.3922
H 3.92 4.10 0.99 0.3840
H 3.98 4.17 4.22 0.4107
H 1.91 4.68 5.44 0.3896
H -0.15 3.42 4.94 0.3673
H -0.35 0.72 2.39 -1.5427
H -1.90 3.04 3.59 0.3402
H -2.52 1.79 2.52 0.4256
H -1.32 2.96 1.93 0.4069
H -1.16 1.15 5.28 0.3787
H -0.16 -0.17 4.68 0.4123
H -1.84 -0.04 4.16 0.3821
S -0.76 1.70 -3.09 -0.4446
C -2.09 2.68 -2.84 0.1466
N -2.93 2.61 -1.78 0.1907
C -4.10 3.46 -2.00 -0.4282
C -3.58 4.44 -3.06 -0.5683
N -2.49 3.67 -3.65 -0.2109
H -2.99 1.73 -1.29 0.0852
H -4.40 3.97 -1.08 0.3656
H -4.94 2.87 -2.37 0.2543
H -3.21 5.36 -2.61 0.2868
H -4.34 4.68 -3.80 0.3388
H -1.89 4.00 -4.38 0.2251

Record 6
16
Properties=species:S:1:pos:R:3:nbo_charge:R:1 method="wB97M-V/def2-TZVPD" homo_energy_ev=-9.41 total_energy_ha=-400.7186 spin_multiplicity=1 homo_lumo_gap_ha=0.3523
C 1.31 -3.53 3.36 -0.1679
C 0.84 -2.85 2.48 -0.0834
C 0.32 -2.05 1.47 -0.1092
C -0.15 -1.31 0.63 0.0952
C -0.73 -0.42 -0.37 -0.4874
C 0.13 0.84 -0.58 -0.4483
C -0.42 1.71 -1.68 0.5946
N 0.12 2.88 -1.96 -0.7837
H 1.71 -4.18 4.12 0.2420
H -0.84 -0.96 -1.31 0.2396
H -1.74 -0.13 -0.05 0.2586
H 0.17 1.41 0.36 0.2513
H 1.17 0.57 -0.84 0.2244
O -1.70 1.98 -1.60 -0.6878
H 1.13 2.83 -2.09 0.3627
H -1.33 3.21 -1.94 0.4994